(1)
A molecular structure, C44H66BrF13N8O3S, computed with the ωB97M-V functional and the def2-TZVPD basis.

* HOMO energy: -0.326 hartree
* charge: 0
* LUMO level: 0.1117 eV
* energy: -180964.1650 eV

Cartesian coordinates (Å):
O: -1.6520 -1.1193 -1.2578
S: -1.9491 -2.1828 -0.3289
O: -3.3054 -2.6139 -0.4974
C: -0.7709 -3.4969 -0.6671
C: 0.6638 -3.1236 -0.1800
C: 0.6457 -2.0022 0.8823
C: 1.9396 -2.0704 1.7360
C: 2.6068 -0.6989 1.9752
C: 3.6036 -0.3056 0.8578
F: 3.7045 -1.2414 -0.1055
F: 4.8337 -0.2650 1.4635
C: 3.3941 1.1297 0.2918
F: 3.2486 1.9403 1.3653
F: 4.5380 1.5095 -0.3061
C: 2.1504 1.3164 -0.6223
F: 1.9663 0.3054 -1.4891
F: 1.0676 1.3525 0.1784
C: 2.2565 2.6164 -1.4877
F: 3.0999 2.3780 -2.5031
F: 2.8193 3.6196 -0.7798
C: 0.8957 3.1658 -2.0027
F: 1.2048 4.2509 -2.7517
F: 0.1028 3.6071 -1.0229
C: 0.0774 2.2158 -2.9313
F: -0.7421 3.0069 -3.6547
F: -0.6959 1.3814 -2.2592
F: 0.8330 1.5479 -3.7992
C: -0.5630 -2.0582 1.8120
Br: -0.8058 -3.8223 2.6743
O: -1.7842 -1.6327 1.1779
H: -0.7247 -3.6739 -1.7425
H: -1.1025 -4.4103 -0.1674
H: 1.2407 -3.9842 0.1660
H: 1.2002 -2.7243 -1.0503
H: 0.6062 -1.0478 0.3437
H: 1.6314 -2.4249 2.7313
H: 2.6531 -2.8173 1.3810
H: 1.8714 0.0885 2.1601
H: 3.1716 -0.7909 2.9079
H: -0.4048 -1.3588 2.6376
C: -0.0044 -3.6887 8.2203
C: 0.7239 -5.0166 8.0608
C: 1.7920 -4.9819 6.9615
C: 1.1748 -4.6792 5.6612
N: 0.6794 -4.4545 4.6440
H: -0.5463 -3.4168 7.3113
H: -0.7280 -3.7430 9.0226
H: 0.6997 -2.8862 8.4534
H: -0.0031 -5.8008 7.8385
H: 1.1977 -5.2788 9.0082
H: 2.2968 -5.9462 6.8916
H: 2.5438 -4.2226 7.1819
C: 0.0105 7.2508 -2.2145
C: -0.9356 7.7984 -3.2760
C: -0.4926 9.1606 -3.8163
C: -0.4493 10.1584 -2.7360
N: -0.4141 10.9381 -1.8914
H: 0.0469 7.8967 -1.3356
H: -0.3219 6.2683 -1.8815
H: 1.0242 7.1503 -2.6093
H: -1.9407 7.8752 -2.8554
H: -0.9892 7.0908 -4.1062
H: -1.1863 9.5052 -4.5845
H: 0.4986 9.0811 -4.2663
C: 1.6507 12.4224 -5.5479
C: 3.0404 11.8394 -5.3221
C: 3.4919 10.9196 -6.4633
C: 2.5664 9.7869 -6.6024
N: 1.8400 8.9015 -6.7134
H: 0.8905 11.6405 -5.5923
H: 1.3791 13.0910 -4.7313
H: 1.6106 12.9913 -6.4788
H: 3.0451 11.2872 -4.3794
H: 3.7612 12.6524 -5.2196
H: 4.4924 10.5324 -6.2659
H: 3.5211 11.4641 -7.4082
C: -3.9133 9.5116 -6.3657
C: -4.2606 9.9250 -7.7919
C: -3.0505 10.4523 -8.5701
C: -2.4923 11.6414 -7.9087
N: -2.0580 12.5718 -7.3912
H: -3.5544 10.3598 -5.7797
H: -4.7937 9.1160 -5.8589
H: -3.1420 8.7374 -6.3589
H: -5.0399 10.6891 -7.7625
H: -4.6745 9.0656 -8.3229
H: -3.3414 10.7220 -9.5856
H: -2.2740 9.6882 -8.6327
C: -3.1831 -8.3522 11.2644
C: -3.4891 -7.8372 9.8624
C: -2.2530 -7.2798 9.1488
C: -1.6904 -6.1473 9.9001
N: -1.2570 -5.2597 10.4887
H: -2.8247 -7.5532 11.9151
H: -4.0822 -8.7651 11.7221
H: -2.4254 -9.1383 11.2373
H: -4.2561 -7.0630 9.9257
H: -3.9039 -8.6509 9.2645
H: -2.5175 -6.9369 8.1472
H: -1.4870 -8.0513 9.0510
C: -1.8396 -8.6556 0.9377
C: -1.0190 -9.0101 2.1728
C: -1.6468 -8.4950 3.4710
C: -1.7525 -7.0286 3.4362
N: -1.8288 -5.8805 3.3943
H: -1.9119 -7.5751 0.8008
H: -1.3742 -9.0662 0.0407
H: -2.8512 -9.0602 1.0103
H: -0.0121 -8.6004 2.0621
H: -0.9189 -10.0954 2.2372
H: -1.0355 -8.7835 4.3267
H: -2.6371 -8.9179 3.6078
C: 4.4707 4.0107 -6.1130
C: 3.5993 5.0577 -5.4278
C: 3.4323 6.3372 -6.2574
C: 4.7374 6.9711 -6.4947
N: 5.7598 7.4656 -6.6787
H: 5.4881 4.3745 -6.2657
H: 4.5360 3.1101 -5.5011
H: 4.0569 3.7308 -7.0842
H: 4.0360 5.3040 -4.4572
H: 2.6123 4.6312 -5.2369
H: 2.7950 7.0440 -5.7351
H: 2.9689 6.1133 -7.2189
C: -3.0322 -13.8522 1.5816
C: -2.2131 -14.2086 2.8174
C: -2.8443 -13.7006 4.1186
C: -2.9587 -12.2349 4.0959
N: -3.0439 -11.0886 4.0684
H: -3.1079 -12.7716 1.4486
H: -2.5631 -14.2575 0.6852
H: -4.0425 -14.2607 1.6490
H: -1.2079 -13.7952 2.7111
H: -2.1085 -15.2933 2.8771
H: -2.2327 -13.9895 4.9738
H: -3.8387 -14.1281 4.2548


(2)
6 unconnected molecules or ions with the total composition C44H67BrClF16N4O16P2S, computed with the ωB97M-V functional and the def2-TZVPD basis.

* HOMO energy: -0.423 hartree
* charge: +1
* LUMO level: -4.7960 eV
* energy: -240877.4046 eV

Cartesian coordinates (Å):
C: 5.7557 2.7069 -4.0293
C: 5.7912 2.8232 -2.4028
P: 4.1475 3.2043 -1.5749
C: 3.7201 4.9415 -2.2967
N: 2.7816 2.1949 -2.0587
C: 2.4722 0.9547 -1.5940
N: 1.2217 0.3824 -2.0554
P: 1.3980 -0.1282 -3.7247
C: 3.1548 -0.0618 -4.4114
C: 0.5052 1.2536 -4.7373
C: -0.8628 1.7565 -4.0611
C: 0.5165 -0.5473 -1.0948
C: -0.3819 0.3633 -0.1356
C: -0.1478 1.9355 -0.0889
O: -0.0003 2.4670 1.0474
F: -0.1106 2.8396 -1.1963
C: -0.5217 -1.4722 -1.8935
C: -1.7096 -2.2317 -1.1887
C: -1.8263 -2.4302 0.3816
C: -3.1532 -1.5845 -1.6455
C: 1.7497 -1.3682 -0.4140
C: 1.4447 -2.8464 0.1255
C: 2.6453 -3.8740 -0.3457
C: 3.1029 -4.8959 0.8081
C: 4.6863 -5.2112 0.5282
S: 5.0377 -5.7146 -1.2206
O: 3.9023 -6.4194 -1.9111
O: 6.2262 -6.6694 -1.2348
Cl: 5.6163 -4.1028 -2.4462
C: 2.7721 -0.4795 0.4220
C: 3.8287 -1.2207 1.3593
C: 3.5263 -1.3210 2.9261
C: 2.1214 -1.7815 3.4372
O: 1.0932 -1.0545 3.6034
O: 1.9570 -3.1734 3.7959
O: 2.1827 0.5093 1.3394
C: 3.0338 1.6097 1.5616
N: 3.7372 2.5227 1.9004
N: 3.4494 0.4018 -0.6306
Br: 4.9037 -0.4374 -1.4522
H: 6.3984 3.5514 -4.4866
H: 4.7071 2.7672 -4.4751
H: 6.3046 1.7182 -4.2752
H: 6.4052 1.9740 -1.9089
H: 6.4506 3.7626 -2.2061
H: 2.9232 5.4806 -1.6851
H: 4.6976 5.5624 -2.3660
H: 3.3994 4.8066 -3.4064
H: 2.1055 2.6048 -2.7430
H: 3.7482 0.8668 -4.1118
H: 3.0548 -0.0694 -5.5646
H: 3.7171 -1.0334 -4.1207
H: 1.1997 2.1539 -4.8935
H: 0.2829 0.7926 -5.7583
H: -0.7722 2.9068 -3.9454
H: -1.8040 1.5514 -4.6891
H: -1.0720 1.3577 -3.0125
H: -0.2420 -0.0368 0.9443
H: -1.5295 0.2795 -0.3060
H: -1.0579 -0.7837 -2.6622
H: 0.1208 -2.2792 -2.4290
H: -1.7712 -3.2991 -1.6477
H: -0.9786 -2.0365 1.0364
H: -2.7946 -1.9297 0.7820
H: -1.9569 -3.5533 0.6393
H: -3.9294 -2.3981 -1.3715
H: -3.1481 -1.4530 -2.7971
H: -3.3347 -0.5957 -1.0955
H: 2.3361 -1.6765 -1.3818
H: 1.2783 -2.9595 1.2442
H: 0.5567 -3.3823 -0.3699
H: 3.5755 -3.2856 -0.7143
H: 2.3231 -4.5084 -1.2572
H: 2.9217 -4.5294 1.8792
H: 2.5714 -5.9013 0.5847
H: 5.2456 -4.2084 0.6934
H: 5.0897 -6.0515 1.2009
H: 4.2404 -2.2175 1.0003
H: 4.7640 -0.5214 1.3629
H: 3.7610 -0.2913 3.4076
H: 4.3294 -2.0294 3.3744
H: 1.0444 -3.4696 3.5762
C: -1.8155 4.9319 -1.6745
C: -3.2978 4.8091 -1.3811
O: -4.0249 5.9111 -1.9438
C: -4.2888 5.8296 -3.2656
O: -3.9492 4.9101 -3.9689
C: -5.1034 7.0364 -3.7233
F: -4.6071 8.2017 -3.2554
F: -6.3837 6.9681 -3.2997
F: -5.1491 7.1539 -5.0640
H: -1.4352 5.8983 -1.3306
H: -1.2539 4.1320 -1.1818
H: -1.6199 4.8783 -2.7489
H: -3.4607 4.8433 -0.3017
H: -3.7023 3.8563 -1.7381
C: -9.0550 -4.8169 -1.1619
C: -8.7462 -3.6203 -0.2823
O: -7.7063 -3.9350 0.6595
C: -6.4463 -3.8986 0.1829
O: -6.1582 -3.6296 -0.9577
C: -5.4465 -4.2045 1.2944
F: -5.8032 -5.2759 2.0328
F: -5.3202 -3.1728 2.1581
F: -4.2083 -4.4629 0.8246
H: -9.2980 -5.6902 -0.5498
H: -9.8945 -4.6039 -1.8251
H: -8.1926 -5.0896 -1.7752
H: -9.6312 -3.3576 0.3012
H: -8.4789 -2.7415 -0.8744
C: 5.0283 3.7966 4.5956
C: 6.3232 3.5560 3.8455
O: 7.4574 3.8884 4.6602
C: 7.8230 2.9594 5.5698
O: 7.2584 1.9055 5.7263
C: 9.0636 3.4173 6.3319
F: 8.9701 4.6981 6.7489
F: 10.1770 3.3433 5.5700
F: 9.3013 2.6764 7.4305
H: 4.9845 4.8247 4.9662
H: 4.1682 3.6154 3.9499
H: 4.9486 3.1421 5.4670
H: 6.3639 4.2066 2.9692
H: 6.3950 2.5249 3.4848
C: 1.8251 -0.7748 6.6785
C: 0.4124 -0.9209 7.2083
O: 0.4101 -1.0208 8.6400
C: 0.5325 0.1440 9.3140
O: 0.6449 1.2222 8.7876
C: 0.4681 -0.1006 10.8191
F: 1.2465 -1.1337 11.2084
F: -0.7861 -0.3915 11.2277
F: 0.8667 0.9666 11.5365
H: 2.4567 -1.5928 7.0382
H: 1.8308 -0.7751 5.5874
H: 2.2831 0.1549 7.0250
H: -0.0268 -1.8458 6.8279
H: -0.2297 -0.0991 6.8764
C: -7.1649 -1.2176 -6.5255
C: -8.0719 -0.1247 -5.9944
O: -9.2078 -0.6854 -5.3184
C: -8.9944 -1.1088 -4.0547
O: -7.9316 -1.0460 -3.4881
C: -10.2895 -1.6351 -3.4428
F: -10.9568 -2.4629 -4.2742
F: -11.1439 -0.6367 -3.1346
F: -10.0835 -2.3277 -2.3032
H: -7.7270 -1.9073 -7.1613
H: -6.3425 -0.7911 -7.1039
H: -6.7417 -1.8105 -5.7109
H: -8.4613 0.4641 -6.8275
H: -7.5318 0.5643 -5.3375


(3)
6 unconnected molecules or ions with the total composition C44H69BNO19S2, computed with the ωB97M-V functional and the def2-TZVPD basis.

* HOMO energy: -0.180 hartree
* charge: -1
* LUMO level: 1.4361 eV
* energy: -109488.5344 eV

Cartesian coordinates (Å):
O: -5.2685 2.4151 1.7106
C: -4.5131 1.5393 1.3234
O: -3.8856 0.7474 2.2484
C: -4.1607 1.2570 -0.1146
C: -3.3747 2.4298 -0.7883
B: -1.7619 2.0682 -1.0529
C: -1.1923 1.4317 0.3662
C: 0.2797 1.7254 0.6870
C: 0.8115 1.0056 1.9539
C: 2.0461 1.7231 2.5142
O: 3.2327 0.9530 2.2689
C: -1.7348 1.0185 -2.3302
C: -0.6069 -0.0381 -2.2808
C: -1.1604 -1.4732 -2.1181
S: -0.0493 -2.4097 -1.0126
C: 1.0988 -3.2767 -2.0276
S: 0.6044 -4.0625 -3.3881
N: 2.4673 -3.3432 -1.6892
C: 2.8758 -2.3061 -0.7201
C: 2.6731 -2.7196 0.7496
O: 3.5130 -3.8166 1.1026
C: 3.8151 -4.6373 -0.0110
C: 2.7112 -4.6851 -1.0703
C: -1.0574 3.4905 -1.5011
C: 0.2994 3.3657 -2.2445
C: 0.2575 3.7600 -3.7311
C: 1.6749 3.6631 -4.2900
C: 2.5968 4.5943 -3.8724
C: 3.9030 4.5819 -4.2772
C: 4.3022 3.5781 -5.1393
C: 3.3925 2.6609 -5.5674
C: 2.0820 2.6769 -5.1588
H: -3.9497 1.1924 3.1028
H: -3.6211 0.3022 -0.1280
H: -5.1178 1.0450 -0.5965
H: -3.8974 2.6735 -1.7199
H: -3.4085 3.2694 -0.0778
H: -1.7797 1.8801 1.1789
H: -1.3581 0.3413 0.3463
H: 0.3512 2.8048 0.8880
H: 0.9713 1.5378 -0.1429
H: 1.0970 -0.0063 1.6480
H: 0.0099 0.9913 2.6968
H: 2.1766 2.7068 2.0490
H: 1.9262 1.8205 3.6065
H: 3.9764 1.5394 2.4305
H: -1.7155 1.5860 -3.2710
H: -2.6801 0.4615 -2.3622
H: -0.1102 -0.0471 -3.2651
H: 0.1841 0.1683 -1.5578
H: -2.1838 -1.4848 -1.7378
H: -1.1471 -1.9993 -3.0755
H: 3.9512 -2.1288 -0.8314
H: 2.3816 -1.3470 -0.8664
H: 2.9852 -1.8626 1.3554
H: 1.6196 -2.9239 0.9693
H: 4.0016 -5.6547 0.3432
H: 4.7432 -4.2625 -0.4688
H: 3.0060 -5.4322 -1.8096
H: 1.7843 -5.0048 -0.5780
H: -0.9829 4.2076 -0.6682
H: -1.7576 3.9663 -2.2114
H: 0.7708 2.3792 -2.1735
H: 1.0006 4.0634 -1.7651
H: -0.0186 4.8129 -3.8594
H: -0.4039 3.1296 -4.3308
H: 2.2932 5.3714 -3.1747
H: 4.6037 5.3217 -3.9089
H: 5.3401 3.5386 -5.4528
H: 3.7607 1.8863 -6.2359
H: 1.3602 1.9382 -5.4899
C: 4.3883 4.5027 7.1815
C: 4.2176 3.9258 5.7981
C: 4.0724 2.4249 5.7718
O: 4.6155 2.0895 4.4883
C: 5.5057 3.0601 4.1623
O: 6.2730 2.9886 3.2577
O: 5.4013 4.1188 5.0048
H: 4.3669 5.5940 7.1400
H: 3.5969 4.1676 7.8502
H: 5.3461 4.2219 7.5931
H: 3.3842 4.4120 5.2830
H: 3.0359 2.1026 5.8438
H: 4.6584 1.9208 6.5435
C: -9.1428 2.4047 -3.7452
C: -8.1956 1.2427 -3.9281
C: -8.4440 0.0892 -2.9868
O: -7.1413 -0.4762 -2.8537
C: -6.2410 0.5122 -3.0796
O: -5.0810 0.4172 -2.8518
O: -6.8503 1.6143 -3.5897
H: -8.9893 3.1476 -4.5287
H: -10.1811 2.0727 -3.7839
H: -8.9602 2.9056 -2.7936
H: -8.2012 0.9087 -4.9694
H: -9.1383 -0.6441 -3.3903
H: -8.7909 0.4083 -1.9997
C: -4.3860 -4.6102 -3.2614
C: -5.0054 -4.2549 -4.5909
C: -4.6272 -2.8905 -5.1175
O: -5.7770 -2.5438 -5.9075
C: -6.8371 -3.2023 -5.3879
O: -7.9733 -2.9914 -5.6856
O: -6.4406 -4.1353 -4.4942
H: -4.6099 -5.6401 -3.0167
H: -3.3023 -4.4878 -3.2899
H: -4.7928 -3.9954 -2.4551
H: -4.7829 -5.0375 -5.3211
H: -3.7322 -2.9129 -5.7355
H: -4.5011 -2.1398 -4.3331
C: -1.7520 -10.5975 -1.5778
C: -1.6779 -9.4204 -2.5210
C: -1.4755 -8.0930 -1.8379
O: -2.1119 -7.1831 -2.7386
C: -3.0656 -7.8761 -3.4088
O: -3.9076 -7.4021 -4.1009
O: -2.9287 -9.2128 -3.1916
H: -1.7781 -11.5326 -2.1380
H: -0.8894 -10.6197 -0.9113
H: -2.6652 -10.5591 -0.9827
H: -0.9119 -9.5930 -3.2821
H: -0.4245 -7.8382 -1.7178
H: -1.9724 -8.0271 -0.8666
C: 9.5806 4.3525 10.6902
C: 8.1735 4.6104 10.2070
C: 7.1598 4.7827 11.3124
O: 5.9548 4.3176 10.6958
C: 6.3117 3.4295 9.7327
O: 5.5534 2.7153 9.1635
O: 7.6483 3.4716 9.5073
H: 10.2768 4.3575 9.8516
H: 9.8953 5.1148 11.4034
H: 9.6548 3.3700 11.1577
H: 8.1591 5.4630 9.5227
H: 7.0538 5.8186 11.6273
H: 7.3674 4.1619 12.1877